Record 1
This record from the Open Molecules 2025 dataset describes 2 unconnected molecules or ions with the total composition CClN. The level of theory is the ωB97M-V functional and the def2-TZVPD basis.

The value obtained for the orbital gap (alpha / beta) is 5.550 / 5.538 eV.

Last column: natural (NBO) charge in e.
Positions of all 3 atoms, in Å:
C 0.4899 0.4881 0.1229  0.36
N 1.4377 1.0978 0.2286  -0.42
Cl -1.9276 -1.5859 -0.3514  0.06



Record 2
This record from the Open Molecules 2025 dataset describes a single C3H2O2 molecule. The level of theory is the ωB97M-V functional and the def2-TZVPD basis.

The value obtained for the orbital gap is 10.369 eV.

Last column: natural (NBO) charge in e.
Positions of all 7 atoms, in Å:
C -0.3238 1.0302 0.5569  -0.20
C -0.7123 0.8427 1.7216  0.09
C -0.1668 -0.1690 -0.3202  0.49
O 0.3566 0.9566 -0.7009  -0.38
O 0.5796 -1.2132 -0.0651  -0.64
H -1.1584 -0.4614 -0.9266  0.16
H 1.4251 -0.9859 -0.2658  0.49



Record 3
This record from the Open Molecules 2025 dataset describes 2 unconnected molecules or ions with the total composition C4H9N3S2. The level of theory is the ωB97M-V functional and the def2-TZVPD basis.

The value obtained for the orbital gap is 8.615 eV. Its structure (SMILES) is C/C=N/S.C=NNC=S.

Last column: natural (NBO) charge in e.
Positions of all 18 atoms, in Å:
C 4.7474 -0.0238 -0.3656  -0.66
C 3.4140 -0.6776 -0.1792  0.11
N 2.3912 0.0202 0.1097  -0.55
S 0.9168 -0.8414 0.2993  0.17
H 5.1333 -0.2199 -1.3732  0.22
H 4.6588 1.0552 -0.2165  0.23
H 5.4753 -0.4292 0.3458  0.23
H 3.3742 -1.7681 -0.3036  0.15
H 0.1827 0.2418 0.5795  0.10
C -1.9202 0.9738 0.0665  -0.12
N -2.4390 0.1885 0.9231  -0.22
N -3.6471 -0.4006 0.6273  -0.42
C -4.6365 0.0742 -0.1533  -0.10
S -6.0754 -0.6683 -0.3860  -0.10
H -0.9814 1.4411 0.3445  0.19
H -2.3380 1.1947 -0.9190  0.17
H -3.8513 -1.1959 1.2134  0.41
H -4.4049 1.0353 -0.6128  0.19